Entry 1:
Molecular formula: C36H32DyNO2P2
Method: DFT, wB97M-V/def2-TZVPD

## Properties
E (eV): -86078.3966

Geometry as ORCA input:
```
! wB97M-V def2-TZVPD RIJCOSX def2/J DEFGRID3
* xyz 2 6
C 0.60 -1.45 -2.32
C -0.39 -1.91 -1.37
C -1.74 -1.91 -1.78
C -2.09 -1.69 -3.10
C -1.11 -1.34 -4.05
C 0.23 -1.18 -3.63
P 0.00 -2.41 0.47
C -1.34 -3.48 1.08
C -2.42 -2.96 1.85
C -3.49 -3.81 2.20
C -3.43 -5.18 1.91
C -2.29 -5.70 1.27
C -1.24 -4.87 0.88
Dy -1.02 0.08 0.71
P 0.11 2.65 0.24
C -1.42 2.69 -0.78
C -1.32 3.03 -2.15
C -2.20 2.41 -3.07
C -3.40 1.84 -2.63
C -3.68 1.76 -1.26
C -2.68 2.13 -0.32
C -0.13 3.86 1.51
C 0.72 3.80 2.63
C 0.47 4.62 3.72
C -0.66 5.45 3.72
C -1.53 5.48 2.62
C -1.26 4.69 1.51
C 1.79 2.75 -0.43
C 2.72 1.71 -0.25
C 3.96 1.71 -0.88
C 4.30 2.78 -1.72
C 3.39 3.81 -1.93
C 2.15 3.80 -1.31
C 1.64 -3.09 0.64
C 2.16 -3.83 -0.44
C 3.44 -4.36 -0.37
C 4.23 -4.17 0.76
C 3.73 -3.43 1.84
C 2.45 -2.88 1.78
H 1.53 3.08 2.64
H 1.14 4.61 4.57
H -0.87 6.08 4.58
H -2.42 6.11 2.63
H -1.94 4.69 0.65
H -0.54 3.71 -2.50
H -1.91 2.41 -4.12
H -4.12 1.47 -3.37
H -4.65 1.39 -0.92
H -2.90 2.03 0.76
H 2.44 0.84 0.36
H 4.66 0.90 -0.71
H 5.28 2.80 -2.19
H 3.67 4.65 -2.58
H 1.44 4.59 -1.49
H 1.53 -3.99 -1.33
H 3.83 -4.92 -1.23
H 5.22 -4.60 0.82
H 4.33 -3.28 2.73
H 2.06 -2.29 2.62
H -2.40 -1.94 2.27
H -4.35 -3.40 2.74
H -4.24 -5.86 2.22
H -2.22 -6.76 1.06
H -0.31 -5.27 0.43
H -2.54 -2.13 -1.05
H -3.14 -1.78 -3.38
H -1.38 -1.17 -5.10
H 0.96 -0.78 -4.33
H 1.64 -1.27 -2.02
H 0.48 0.69 -1.11
H 0.59 0.36 -0.40
O -0.07 -1.54 3.86
N -0.35 -1.02 2.82
O 0.25 0.17 2.50
*
```

***

Entry 2:
Molecular formula: C43H43N3O2PbSSiTe
Method: DFT, wB97M-V/def2-TZVPD

## Properties
E (eV): -85108.4236

Geometry as ORCA input:
```
! wB97M-V def2-TZVPD RIJCOSX def2/J DEFGRID3
* xyz 0 1
Pb 0.11 -0.46 -1.66
C 4.73 -4.85 0.67
C 4.07 -3.53 0.33
C 4.65 -2.65 -0.59
C 4.06 -1.45 -0.93
C 4.67 -0.62 -2.02
O 4.03 -0.22 -2.96
C 6.15 -0.34 -1.95
C 6.84 -0.34 -0.74
C 8.20 -0.02 -0.72
C 8.86 0.27 -1.90
C 8.18 0.27 -3.10
C 6.82 -0.03 -3.13
C 2.84 -1.01 -0.34
O 2.32 0.12 -0.59
C 2.24 -1.95 0.58
C 2.89 -3.14 0.91
C 1.05 -1.54 1.32
N 0.09 -0.89 0.77
C -0.93 -0.26 1.62
C -2.16 -1.10 1.88
Te -3.37 -0.23 3.43
C -3.04 1.80 2.92
C -4.06 2.55 2.34
C -3.87 3.89 2.05
C -2.65 4.50 2.33
C -1.63 3.76 2.90
C -1.83 2.42 3.21
C 1.06 -1.82 2.80
C 1.87 -1.04 3.62
C 1.89 -1.26 4.98
C 1.14 -2.28 5.54
C 0.36 -3.08 4.72
C 0.31 -2.85 3.35
H 5.66 -4.97 0.12
H 4.09 -5.70 0.42
H 4.96 -4.92 1.74
H 5.58 -2.93 -1.07
H 6.32 -0.57 0.17
H 8.73 -0.01 0.23
H 9.92 0.51 -1.88
H 8.70 0.50 -4.02
H 6.26 -0.02 -4.05
H 2.43 -3.79 1.65
H -1.23 0.66 1.11
H -0.47 0.04 2.57
H -1.90 -2.08 2.26
H -2.77 -1.22 0.99
H -5.01 2.08 2.11
H -4.69 4.46 1.63
H -2.51 5.55 2.13
H -0.68 4.22 3.13
H -1.03 1.85 3.68
H 2.47 -0.26 3.17
H 2.52 -0.64 5.62
H 1.16 -2.46 6.61
H -0.22 -3.89 5.15
H -0.29 -3.49 2.72
C -3.14 -0.38 -3.53
Si -2.73 -0.48 -1.68
C -3.87 0.78 -0.82
C -3.39 -2.20 -1.19
C -2.52 -3.25 -0.88
C -2.99 -4.52 -0.57
C -4.36 -4.76 -0.55
C -5.24 -3.73 -0.85
C -4.76 -2.47 -1.17
H -4.21 -0.45 -3.71
H -2.66 -1.20 -4.07
H -2.76 0.55 -3.96
H -4.89 0.73 -1.22
H -3.51 1.80 -0.95
H -3.93 0.59 0.26
H -1.45 -3.08 -0.87
H -2.30 -5.32 -0.34
H -4.73 -5.75 -0.31
H -6.31 -3.91 -0.83
H -5.47 -1.68 -1.40
C -2.85 6.19 -0.72
C -2.39 5.01 -1.50
C -2.74 4.74 -2.79
C -2.25 3.56 -3.39
N -1.42 2.74 -2.77
C -1.02 3.03 -1.52
S 0.17 2.18 -0.69
N -1.56 4.13 -0.90
C -2.67 3.20 -4.77
H -3.26 6.94 -1.38
H -2.02 6.63 -0.16
H -3.62 5.89 -0.01
H -3.39 5.41 -3.33
H -1.30 4.27 0.08
H -2.98 4.08 -5.34
H -3.52 2.51 -4.73
H -1.86 2.69 -5.29
*
```

***

Entry 3:
Molecular formula: C17H34F6N6O4PSTa
Method: DFT, wB97M-V/def2-TZVPD

## Properties
E (eV): -73284.0637

Geometry as ORCA input:
```
! wB97M-V def2-TZVPD RIJCOSX def2/J DEFGRID3
* xyz 2 1
Ta 0.27 -0.05 0.22
O -0.82 -0.41 1.98
N -2.01 0.06 2.37
C -2.44 -0.28 3.61
C -3.66 0.16 4.04
C -4.44 0.94 3.19
C -3.98 1.26 1.93
C -2.73 0.80 1.52
S -2.00 1.10 0.00
H -1.77 -0.90 4.18
H -3.99 -0.11 5.03
H -5.41 1.30 3.51
H -4.56 1.86 1.25
N 3.01 -4.40 -2.34
C 3.08 -2.89 -2.30
C 1.94 -2.38 -1.43
N 1.98 -0.93 -1.21
H 3.78 -4.80 -2.88
H 2.14 -4.73 -2.75
H 3.07 -4.78 -1.39
H 3.05 -2.53 -3.33
H 4.05 -2.65 -1.86
H 1.97 -2.86 -0.46
H 0.99 -2.62 -1.90
H 1.91 -0.43 -2.08
H 2.81 -0.65 -0.70
C 2.04 4.65 -1.29
N 1.11 3.56 -0.98
C 0.26 3.80 0.20
P 0.56 2.55 -2.15
O 0.19 1.14 -1.64
N -0.82 3.16 -2.78
C -1.03 4.60 -2.91
C -1.62 2.35 -3.70
N 1.72 2.43 -3.32
C 1.69 3.35 -4.47
C 3.05 1.93 -3.01
H 2.44 5.02 -0.35
H 1.55 5.49 -1.79
H 2.88 4.32 -1.89
H 0.89 4.05 1.05
H -0.25 2.86 0.38
H -0.46 4.59 0.02
H -0.73 5.12 -2.01
H -2.09 4.78 -3.07
H -0.49 5.03 -3.76
H -1.57 1.30 -3.41
H -1.29 2.45 -4.74
H -2.66 2.66 -3.63
H 0.70 3.39 -4.91
H 2.38 2.97 -5.23
H 2.01 4.36 -4.21
H 3.01 1.19 -2.22
H 3.74 2.71 -2.67
H 3.48 1.48 -3.91
O 1.27 1.17 0.82
C 1.59 -1.26 3.57
C 1.73 -2.08 2.30
O 1.23 -1.49 1.15
C 1.04 -3.45 2.46
F 1.51 -4.14 3.49
F 1.17 -4.21 1.36
F -0.27 -3.27 2.65
C 3.26 -2.26 2.05
F 3.81 -1.07 1.79
F 3.53 -3.03 0.95
F 3.90 -2.82 3.07
H 0.54 -1.10 3.79
H 2.06 -0.28 3.43
H 2.07 -1.77 4.41
*
```